DFT (wB97M-V/def2-TZVPD) results for C2H2N3O as an isolated structure in a non-equilibrium geometry.

* strongest force on any atom: 5.32 eV/Å
* total charge: +1
* Kohn-Sham gap: 0.3127 hartree
* energy relative to the best compared isomer or geometry (same formula, charge and spin): 328.3 kJ/mol

Each line ends with the natural charge from an NBO analysis.
Atoms and positions in Å:
C1 0.8692 -0.9310 0.4993  0.0719
C2 -0.0176 -0.0084 -0.0273  0.3267
N1 1.4638 -1.7345 1.0839  -0.0283
N2 -0.2562 1.4109 1.1215  0.3481
N3 -0.4085 -0.0202 -1.2382  -0.5642
O1 -0.6526 1.3184 2.1815  -0.0211
H1 -0.1444 -0.6941 -1.9312  0.4408
H2 -0.8537 0.6590 -1.6895  0.4261

Atoms 1-2, force components in eV/Å:
C 0.56 -1.64 0.67
C -0.62 -0.05 0.74

DFT (wB97M-V/def2-TZVPD) results for C4H12N2 in the gas phase in a non-equilibrium geometry.

* strongest force on any atom: 4.18 eV/Å
* Kohn-Sham gap: 0.3573 hartree
* SMILES: CCCNCN
* energy relative to the best compared isomer or geometry (same formula, charge and spin): 191.1 kJ/mol

Each line ends with the natural charge from an NBO analysis.
Atoms and positions in Å:
C1 -2.3710 -0.6578 -1.2732  -0.6040
C2 -1.2863 -0.2629 -0.1692  -0.4205
C3 0.1375 -0.9744 -0.6773  -0.2236
N1 1.3543 -0.5591 0.1212  -0.6394
C4 1.3610 0.9372 0.2552  -0.0766
N2 1.0078 1.2833 1.7204  -0.9012
H1 -2.2502 -1.6643 -1.5869  0.2017
H2 -2.1070 -0.0463 -2.1542  0.2036
H3 -3.2741 -0.4801 -0.8326  0.2082
H4 -1.1444 0.8728 -0.3200  0.1857
H5 -1.3731 -0.5473 0.8719  0.2055
H6 0.2323 -0.7182 -1.8028  0.1822
H7 0.1007 -2.1113 -0.6050  0.1970
H8 1.2678 -0.8601 1.0565  0.3669
H9 2.4505 1.1111 0.1584  0.1880
H10 0.7424 1.5868 -0.4218  0.1854
H11 0.0073 1.6779 1.8774  0.3727
H12 1.7655 1.8571 2.0550  0.3683

Atoms 1-2, force components in eV/Å:
C 3.77 0.90 0.73
C 2.44 -0.11 -3.20

DFT (wB97M-V/def2-TZVPD) results for a 2-piece molecular cluster, C6H14N2O2 overall in a non-equilibrium geometry.

* strongest force on any atom: 2.23 eV/Å
* Kohn-Sham gap: 0.3420 hartree
* SMILES: CNC(C)=O.CNC(C)=O
* energy relative to the best compared isomer or geometry (same formula, charge and spin): 84.2 kJ/mol

Each line ends with the natural charge from an NBO analysis.
Atoms and positions in Å:
C1 -1.9563 -1.3837 2.1132  -0.4389
N1 -0.7580 -1.4415 1.2826  -0.6392
C2 0.1174 -2.4783 1.3714  0.6768
C3 1.2450 -2.5721 0.3414  -0.7028
O1 -0.0562 -3.3792 2.1750  -0.6550
H1 -1.8319 -0.6642 2.9169  0.1897
H2 -2.8275 -1.2614 1.4787  0.1960
H3 -1.9759 -2.2578 2.7621  0.2379
H4 -0.7123 -0.6197 0.6865  0.4369
H5 1.5256 -1.5686 0.0018  0.2155
H6 2.0186 -3.0329 0.9478  0.2342
H7 0.9343 -3.1714 -0.5021  0.2294
C4 0.7298 3.1491 0.1220  -0.4269
N2 0.4986 2.6630 -1.2150  -0.6089
C5 0.0834 1.3774 -1.3830  0.7001
C6 -0.0808 0.8221 -2.8044  -0.7042
O2 -0.1035 0.6407 -0.4305  -0.6809
H8 1.8284 3.1062 0.3422  0.1926
H9 0.5298 4.2483 0.2061  0.2029
H10 0.1770 2.5702 0.8586  0.2427
H11 0.8082 3.2404 -1.9750  0.4005
H12 0.7404 0.1073 -2.8968  0.2404
H13 -1.0720 0.3582 -2.8065  0.2484
H14 0.1380 1.5479 -3.5932  0.2128

Atoms 1-2, force components in eV/Å:
C 1.18 -0.75 0.91
N -0.81 0.45 0.38

DFT (wB97M-V/def2-TZVPD) results for C5H9NO4 in the gas phase in a non-equilibrium geometry.

* strongest force on any atom: 4.30 eV/Å
* Kohn-Sham gap: 0.3736 hartree
* SMILES: C[C@@H](N)[C@H](OC=O)C(=O)O
* energy relative to the best compared isomer or geometry (same formula, charge and spin): 210.9 kJ/mol

Each line ends with the natural charge from an NBO analysis.
Atoms and positions in Å:
C1 -0.3304 -1.8933 0.5261  -0.6286
C2 -0.7014 -0.7475 -0.4002  -0.0624
N1 -1.8238 0.0707 0.0370  -0.8907
C3 0.4146 0.2872 -0.6219  -0.0306
O1 1.0755 0.6446 0.5866  -0.5223
C4 2.3634 0.3289 0.7569  0.6518
O2 2.9610 0.6619 1.7399  -0.5341
C5 -0.3639 1.5030 -1.1350  0.8131
O3 -0.6539 1.6712 -2.2925  -0.5303
O4 -0.7064 2.5564 -0.0965  -0.7428
H1 -0.0669 -1.5309 1.5297  0.2215
H2 -1.1837 -2.5760 0.6325  0.2241
H3 0.5145 -2.4664 0.1198  0.2071
H4 -0.9396 -1.1355 -1.4010  0.2108
H5 -2.7283 -0.3866 0.0084  0.3872
H6 -1.6903 0.8873 0.8264  0.4154
H7 1.1290 -0.0596 -1.3809  0.2177
H8 2.7821 -0.3049 -0.0489  0.1065
H9 -0.0513 2.4897 0.6138  0.4865

Atoms 1-2, force components in eV/Å:
C 0.22 -0.21 0.14
C -0.20 0.64 0.63

DFT (wB97M-V/def2-TZVPD) results for a 2-piece molecular cluster, H4OP2 overall in a non-equilibrium geometry.

* strongest force on any atom: 5.15 eV/Å
* Kohn-Sham gap: 0.3490 hartree
* energy relative to the best compared isomer or geometry (same formula, charge and spin): 149.7 kJ/mol

Each line ends with the natural charge from an NBO analysis.
Atoms and positions in Å:
O1 -1.4639 -0.9750 -0.4185  -1.0755
P1 0.8394 1.2217 0.0282  0.0328
P2 -0.1015 -0.7124 0.0052  1.2488
H1 -0.8468 1.6085 0.9699  0.0216
H2 0.4731 1.6063 -1.1643  -0.0316
H3 0.4166 -1.2583 1.3020  -0.0832
H4 0.6831 -1.4907 -0.7226  -0.1129

Atoms 1-2, force components in eV/Å:
O -2.15 0.28 -0.02
P -1.84 0.09 4.81

DFT (wB97M-V/def2-TZVPD) results for a 2-piece molecular cluster, C7H15P overall in a non-equilibrium geometry.

* strongest force on any atom: 5.13 eV/Å
* spin multiplicity: 3
* Kohn-Sham gap (spin up / spin down): 0.2496 / 0.2520 hartree
* expectation value of S²: 2.01
* energy relative to the best compared isomer or geometry (same formula, charge and spin): 0.0 kJ/mol

Each line ends with the natural charge from an NBO analysis.
Atoms and positions in Å:
C1 -0.2778 1.1260 -1.4642  -0.3651
C2 -1.5113 1.8196 -1.0351  -0.7171
C3 1.2368 1.2927 0.9979  -0.6488
C4 -0.8439 -1.7480 -0.4927  -0.5899
C5 0.6132 -1.6764 1.5163  -0.6236
C6 0.7460 0.2074 0.0920  -0.0482
C7 -0.1638 -0.8890 0.5655  -0.2695
P1 0.2909 0.9732 -3.0362  0.3589
H1 -2.0639 1.2538 -0.2242  0.2073
H2 -2.2151 2.1494 -1.7385  0.2258
H3 -1.2153 2.7125 -0.5965  0.2205
H4 0.3720 1.7850 1.4178  0.2086
H5 1.9024 2.0270 0.6077  0.2307
H6 1.6700 0.6572 1.7515  0.2200
H7 -1.3898 -2.4660 0.1620  0.2078
H8 -1.6521 -1.1018 -0.9581  0.2237
H9 -0.1418 -2.2307 -1.0957  0.2095
H10 0.0498 -2.3588 2.2059  0.2174
H11 1.3596 -2.4503 1.1728  0.2122
H12 1.0999 -1.1580 2.2490  0.2060
H13 1.5694 -0.2640 -0.3976  0.1868
H14 -1.0934 -0.4229 1.1730  0.1889
H15 1.6583 0.7620 -2.8727  -0.0617

Atoms 1-2, force components in eV/Å:
C 0.66 -0.92 5.00
C 0.35 -1.97 1.82

- Among the records above, which one has the lowest energy relative to the best compared isomer or geometry (same formula, charge and spin)?
  C7H15P